w) Entry from the Open Molecules 2025 dataset: a cluster of 2 separate species, C2H4N2S in total (wB97M-V/def2-TZVPD).

Calculated values
Kohn-Sham gap (spin up / spin down) = 5.8287 / 5.8311 eV

Cartesian coordinates (Å):
C -1.10 -0.08 0.90
C 1.28 0.07 0.42
N -2.18 -0.10 1.43
N -0.05 -0.37 0.30
S -0.98 -0.40 -2.22
H 1.58 1.12 0.30
H 1.72 -0.07 1.41
H 1.96 -0.45 -0.35
H -2.23 0.29 -2.19

Atomic partial charges in e from the Mulliken method, atoms 1 to 4: number 1, C, carries 0.577; number 2, C, carries -0.698; number 3, N, carries -0.474; number 4, N, carries -0.375

x) Entry from the Open Molecules 2025 dataset: the molecule C2H4N2S (wB97M-V/def2-TZVPD).

Calculated values
Kohn-Sham gap = 9.6059 eV
Structure (SMILES) = S=C1NCN1

Cartesian coordinates (Å):
C 0.37 0.24 -1.05
C -0.36 -0.16 0.87
N 0.07 -0.86 -0.37
N -0.30 1.09 0.14
S 0.92 0.69 -2.47
H -1.47 -0.36 1.19
H 0.17 -0.46 1.90
H 0.19 -1.87 -0.53
H 0.41 1.70 0.33

Atomic partial charges in e from the Mulliken method, atoms 1 to 4: number 1, C, carries 0.235; number 2, C, carries -0.169; number 3, N, carries -0.107; number 4, N, carries -0.447

The calculated energies rank the structures as follows, beginning with the most stable: x), w).

w) Entry from the Open Molecules 2025 dataset: the molecule C2H4N2S (wB97M-V/def2-TZVPD).

Calculated values
Kohn-Sham gap = 7.6538 eV
Structure (SMILES) = [H]/N=C(/N)C=S

Cartesian coordinates (Å):
C -0.44 -0.03 0.08
C 0.83 -0.72 0.13
H -1.01 1.72 0.40
H 0.96 1.69 -0.37
H -1.68 -1.60 0.01
H 0.75 -1.75 -0.06
N -0.20 1.31 -0.02
N -1.64 -0.55 -0.13
S 2.43 -0.06 -0.04

Atomic partial charges in e from the Mulliken method, atoms 1 to 4: number 1, C, carries 0.654; number 2, C, carries -0.336; number 3, H, carries 0.254; number 4, H, carries 0.289

x) Entry from the Open Molecules 2025 dataset: the molecule C2H4N2S (wB97M-V/def2-TZVPD).

Calculated values
Kohn-Sham gap = 8.3467 eV
Structure (SMILES) = [H]/N=C(/N)C=S

Cartesian coordinates (Å):
C -0.31 0.00 -0.04
C 1.05 -0.64 0.04
H -1.65 1.64 0.10
H 0.12 2.02 -0.12
H -0.61 -1.87 0.14
H 0.92 -1.67 -0.06
N -0.72 1.30 0.01
N -1.24 -0.94 -0.05
S 2.44 0.16 -0.02

Atomic partial charges in e from the Mulliken method, atoms 1 to 4: number 1, C, carries 0.684; number 2, C, carries -0.228; number 3, H, carries 0.239; number 4, H, carries 0.220

The calculated energies rank the structures as follows, beginning with the most stable: x), w).

w) Entry from the Open Molecules 2025 dataset: the molecule C2H4N2S (wB97M-V/def2-TZVPD).

Calculated values
Kohn-Sham gap = 8.2448 eV
Structure (SMILES) = [H]/N=N/CC=S

Cartesian coordinates (Å):
C -1.07 0.18 -0.64
C -0.01 0.56 0.41
N 1.41 -1.12 -0.13
N 1.11 -0.28 0.74
S -2.60 0.06 -0.03
H -0.83 0.01 -1.75
H -0.47 0.67 1.43
H 0.18 1.54 -0.05
H 2.29 -1.62 0.04

Atomic partial charges in e from the Mulliken method, atoms 1 to 4: number 1, C, carries -0.128; number 2, C, carries -0.275; number 3, N, carries -0.440; number 4, N, carries -0.046

x) Entry from the Open Molecules 2025 dataset: the molecule C2H4N2S (wB97M-V/def2-TZVPD).

Calculated values
Kohn-Sham gap = 8.5649 eV
Structure (SMILES) = C=NNC=S

Cartesian coordinates (Å):
C 1.14 -1.12 0.03
C -1.22 0.64 0.15
H 0.25 -1.69 0.76
H 2.10 -1.74 -0.33
H 0.27 1.77 -0.38
H -1.75 1.72 0.17
N 1.37 0.16 -0.22
N 0.04 0.84 -0.02
S -2.18 -0.57 -0.16

Atomic partial charges in e from the Mulliken method, atoms 1 to 4: number 1, C, carries -0.176; number 2, C, carries 0.067; number 3, H, carries 0.200; number 4, H, carries 0.261

y) Entry from the Open Molecules 2025 dataset: the molecule C2H4N2S (wB97M-V/def2-TZVPD).

Calculated values
Kohn-Sham gap = 10.2503 eV
Structure (SMILES) = N#C[C@@H](N)S

Cartesian coordinates (Å):
C 0.65 -0.90 1.01
C -0.09 0.37 0.29
N 1.09 -1.82 1.53
N 0.32 0.64 -1.05
S -1.94 0.15 0.50
H 0.24 1.28 0.85
H 1.05 1.39 -1.10
H 0.54 -0.17 -1.69
H -1.86 -0.93 -0.34

Atomic partial charges in e from the Mulliken method, atoms 1 to 4: number 1, C, carries 0.252; number 2, C, carries -0.177; number 3, N, carries -0.360; number 4, N, carries -0.458

The calculated energies rank the structures as follows, beginning with the most stable: y), w), x).